Below is 11 unconnected molecules or ions with the total composition C11H44O11 at a distorted geometry, with properties calculated with ωB97M-V/def2-TZVPD.

## Properties
SMILES string: CO.CO.CO.CO.CO.CO.CO.CO.CO.CO.CO
Calculated total energy, eV: -34638.7020
Frontier orbital gap, eV: 9.76

Last column: natural (NBO) charge in e.
Element x y z (Å)
C  -1.23081  2.51288  -2.72080  -0.2687
O  -2.26875  2.65377  -1.74641  -0.7582
H  -0.28207  2.44588  -2.18690  0.1740
H  -1.34173  1.58199  -3.27955  0.2114
H  -1.18892  3.37331  -3.39184  0.1671
H  -3.11859  2.57843  -2.18623  0.4891
C  -2.04908  2.99936  3.86355  -0.2427
O  -2.00403  2.03445  2.83835  -0.7782
H  -2.78636  2.69466  4.60240  0.1872
H  -1.08598  3.08663  4.38221  0.1540
H  -2.30558  3.98847  3.47388  0.1640
H  -1.55329  2.41828  2.06410  0.5070
C  2.83755  -3.35520  -1.37926  -0.2464
O  3.92472  -3.10941  -2.27893  -0.7333
H  2.07235  -3.96986  -1.84501  0.1718
H  3.21540  -3.78917  -0.45053  0.1654
H  2.45929  -2.37445  -1.07667  0.1711
H  3.96367  -2.17240  -2.47358  0.4707
C  0.39048  -1.47552  -3.56502  -0.2428
O  -0.79817  -0.87069  -3.14843  -0.7499
H  1.30801  -1.06318  -3.12439  0.1557
H  0.38975  -2.56125  -3.41228  0.1538
H  0.53246  -1.32838  -4.63955  0.1763
H  -0.81346  -0.93707  -2.18080  0.4948
C  -1.90375  -4.36334  -1.80642  -0.2550
O  -2.98609  -4.71783  -2.65154  -0.7166
H  -1.85143  -5.05639  -0.95953  0.1520
H  -0.95469  -4.40814  -2.33723  0.1806
H  -2.01660  -3.33502  -1.44699  0.1758
H  -3.78264  -4.69247  -2.11592  0.4633
C  -0.25581  4.46389  0.53055  -0.2449
O  -0.80623  3.16952  0.58815  -0.7808
H  0.19524  4.69469  -0.44150  0.1652
H  -0.99649  5.26254  0.67450  0.1651
H  0.48929  4.53976  1.31764  0.1925
H  -1.34828  2.93374  -0.18125  0.5148
C  1.56052  2.46309  3.06373  -0.2603
O  2.65261  2.88275  2.25604  -0.7228
H  1.82739  1.81164  3.89564  0.1699
H  1.10346  3.38041  3.44112  0.1769
H  0.75567  2.00545  2.47680  0.1739
H  3.11087  2.08902  1.96361  0.4616
C  0.14055  0.02460  -0.01034  -0.2586
O  -0.29344  -1.27253  -0.40830  -0.7768
H  -0.07138  0.21915  1.04372  0.1791
H  1.20225  0.16857  -0.22297  0.1666
H  -0.43532  0.73371  -0.60215  0.1841
H  0.18351  -1.89467  0.16341  0.5033
C  -2.10547  -1.54858  2.52997  -0.2521
O  -2.87763  -0.62800  3.26958  -0.7500
H  -2.12485  -1.35991  1.45349  0.1707
H  -1.06186  -1.57965  2.87714  0.1495
H  -2.50668  -2.54950  2.71440  0.1668
H  -2.68743  0.26769  2.94654  0.4973
C  2.76849  2.45445  -1.00896  -0.2505
O  2.82688  1.93686  -2.33415  -0.7270
H  2.99073  3.52334  -0.98031  0.1725
H  1.79125  2.28048  -0.54932  0.1679
H  3.51515  1.93300  -0.41273  0.1723
H  2.30980  2.51398  -2.90200  0.4644
C  0.34128  -4.17610  1.16486  -0.2620
O  0.98852  -2.92684  1.43780  -0.7520
H  -0.17340  -4.11549  0.20795  0.1890
H  1.07302  -4.98569  1.12199  0.1770
H  -0.42364  -4.42451  1.90724  0.1781
H  1.56976  -3.07922  2.18745  0.4862

---

Below is 13 unconnected molecules or ions with the total composition C11H48N14O15 at a distorted geometry, with properties calculated with ωB97M-V/def2-TZVPD.

## Properties
Calculated total energy, eV: -63767.1587
Frontier orbital gap, eV: 9.93

Last column: Mulliken charge in e.
Element x y z (Å)
C  7.83841  11.07371  20.74589  -0.2011
C  8.12786  12.47209  20.27856  -0.4787
O  7.25560  13.02193  19.25659  -0.5737
O  6.57222  11.18446  21.36193  -0.5276
H  8.55805  10.67246  21.46653  0.4184
H  7.78560  10.41249  19.89156  0.0741
H  9.13288  12.50471  19.80885  0.3392
H  8.06128  13.18893  21.12293  0.2584
H  6.36036  12.77645  19.49976  0.2743
H  6.37335  10.46303  22.00860  0.3435
C  3.86110  9.50500  17.50351  -0.0811
C  5.28544  9.26636  18.02572  0.0035
O  6.11090  9.00065  16.92290  -0.3353
O  3.52756  8.49468  16.47140  0.0708
H  3.98937  10.39863  16.87975  -0.1525
H  3.12942  9.62007  18.27369  0.1008
H  5.37063  8.43250  18.72385  0.5789
H  5.58482  10.18098  18.65398  -0.2364
H  6.66086  8.21577  17.09464  0.2074
H  3.56677  7.70014  17.04681  -0.0569
O  6.75218  12.42286  16.58029  -0.7079
H  6.44555  11.51849  16.79023  0.3017
H  6.89744  12.92905  17.41066  0.4102
O  1.50645  5.49148  14.71189  -0.6050
H  1.75786  6.41309  14.48085  0.2960
H  0.54244  5.40863  14.90569  0.3102
O  7.86369  13.23590  14.32990  -0.6242
H  7.95882  12.85767  15.21037  0.3324
H  8.76944  13.33232  14.09961  0.3046
O  3.12550  6.41348  18.71347  -0.4882
H  3.19755  6.41528  19.64302  0.2043
H  2.61844  5.60101  18.56967  0.3659
C  2.47498  3.67376  16.80938  0.5257
O  1.97608  4.17888  17.84141  -0.7758
N  3.81281  3.70849  16.61722  -0.3988
N  1.77457  2.85664  16.00981  -0.4763
H  4.01983  3.78527  15.63795  0.2937
H  4.23980  4.53409  17.00935  0.1643
H  2.20385  3.04173  15.09067  0.2502
H  0.80078  2.98866  16.12207  0.2928
C  4.39137  8.86261  22.19538  0.6499
O  5.56339  8.99824  22.59185  -0.8252
N  3.85149  9.73404  21.26436  -0.1589
N  3.61379  7.83177  22.53144  -0.3219
H  2.86693  9.61529  21.05318  0.1184
H  4.35612  10.58829  21.16688  0.1380
H  2.68551  7.72675  22.15942  0.1845
H  3.93969  7.26040  23.32477  0.2355
C  7.80521  5.38422  16.78166  0.5911
O  7.73298  6.47363  17.35804  -0.7096
N  7.11527  4.30636  17.28428  -0.4063
N  8.44446  5.04712  15.59429  -0.4600
H  6.85026  4.40249  18.24876  0.2503
H  7.29970  3.30618  17.02086  0.1962
H  7.92529  4.42936  15.03967  0.2078
H  8.84499  5.80183  15.07459  0.2818
C  0.19496  9.11816  20.22529  0.6036
O  0.73542  8.91038  21.31187  -0.6958
N  0.64607  8.60886  19.06793  -0.1092
N  -0.93548  9.93480  20.06569  -0.4399
H  0.16000  8.78641  18.22826  0.1830
H  1.25675  7.77390  19.08421  0.0900
H  -1.15832  10.29146  19.15145  0.1901
H  -1.24380  10.40214  20.87189  0.2338
C  3.98024  11.26848  13.72981  0.8982
O  3.10483  10.52287  13.29627  -0.8329
N  3.74648  12.25461  14.73148  -0.5870
N  5.23548  11.31738  13.24896  -0.3679
H  2.95800  11.97761  15.35414  0.1815
H  4.58499  12.52621  15.21784  0.2878
H  5.94039  11.80505  13.74445  0.2214
H  5.47469  10.53991  12.62446  0.2216
C  0.05718  11.00642  15.79259  0.6092
O  -0.56015  10.34765  16.61835  -0.6806
N  0.99509  10.46414  14.98727  -0.1864
N  -0.18604  12.33765  15.51701  -0.3793
H  1.15162  9.44165  15.07378  -0.0238
H  1.60703  10.85744  14.22025  0.2783
H  -0.00200  12.73085  14.63737  0.1892
H  -0.79407  12.84670  16.13482  0.2036
C  5.86805  7.96983  12.72502  0.4719
O  6.99996  7.55485  12.86317  -0.6344
N  4.89262  7.99342  13.65215  -0.1533
N  5.40925  8.54281  11.49041  -0.4620
H  4.16118  8.68525  13.63289  0.1710
H  5.29460  7.61342  14.45825  0.1428
H  6.07281  8.53114  10.76087  0.1942
H  4.42060  8.57382  11.28597  0.2079

---

Number 1: LUMO level 0.2 eV. Number 2: LUMO level 0.1 eV.